Entry 1:
Below is a 2-piece molecular cluster, C2H9NO2 overall at a distorted geometry, with properties calculated with ωB97M-V/def2-TZVPD.

Structure (ORCA input):
```
! RIJCOSX wB97M-V def2-TZVPD def2/J DEFGRID3
* xyz 0 1
N 1.16765 0.68017 2.64422
C 0.68936 0.34173 1.26488
O 0.61617 -1.13764 1.23030
H 0.35703 1.24300 3.04270
H 1.22165 -0.21017 3.13400
H 1.51312 0.67503 0.60611
H -0.28824 0.72942 0.90787
H 0.25728 -1.54899 2.01571
C -1.14720 -0.16437 -2.15711
O -0.65996 -0.76730 -3.35679
H -1.03124 -0.78121 -1.31172
H -2.09255 0.28953 -2.23138
H -0.43870 0.67586 -1.98802
H -0.16438 -0.02508 -3.80077
*
```

As for the relative energy (zero: lowest compared OMol25 entry of this formula, charge and spin): 1.4337 eV. Its SMILES is NCO.CO. The calculation puts the largest force on an atom at 3.29 eV Å⁻¹. The calculation puts the HOMO-LUMO gap at 10.6 eV. The calculation puts the LUMO energy at 0.7931 eV.

Atomic partial charges in e from the Löwdin method, atoms 1 to 8: N -0.013; C -0.284; O -0.114; H 0.087; H 0.050; H 0.107; H 0.106; H 0.060

Entry 2:
Below is a 2-piece molecular cluster, C6H5N2O4S2 overall at a distorted geometry, with properties calculated with ωB97M-V/def2-TZVPD.

Structure (ORCA input):
```
! RIJCOSX wB97M-V def2-TZVPD def2/J DEFGRID3
* xyz 1 1
C 2.77748 -0.45108 0.09059
C 2.27069 -0.02381 -1.12822
C 1.92968 -0.71472 1.15680
C 0.90370 0.14557 -1.28787
C 0.55856 -0.56255 1.00988
C 0.07623 -0.13278 -0.21322
N -0.70036 2.56166 0.64672
N -0.85815 3.62395 0.87609
O -2.01474 0.99999 -1.43376
O -2.24382 -1.40064 -0.76781
O -4.66346 -1.05031 0.09192
O -2.45442 0.06794 0.89008
S -1.66417 0.04615 -0.46620
S -3.40062 -1.41602 0.55670
H 3.84169 -0.58086 0.21187
H 2.94000 0.17957 -1.94894
H 2.33377 -1.03463 2.10292
H 0.48391 0.48830 -2.21816
H -0.11596 -0.74573 1.83058
*
```

As for the relative energy (zero: lowest compared OMol25 entry of this formula, charge and spin): 0.0000 eV. The calculation puts the largest force on an atom at 1.78 eV Å⁻¹. The calculation puts the HOMO-LUMO gap at 8.5 eV. The calculation puts the LUMO energy at -5.6143 eV.

Atomic partial charges in e from the Löwdin method, atoms 1 to 8: C -0.020; C -0.023; C -0.027; C -0.035; C -0.048; C -0.330; N 0.061; N 0.116